[1]
Molecular formula: C16H50N10O18Zn
Method: DFT, ωB97M-V with the def2-TZVPD basis set

```
95
C16H50N10O18Zn, DFT ωB97M-V with the def2-TZVPD basis set
Zn -1.3117 0.3875 1.7956
C -0.1459 -0.0570 -0.2867
O -1.3451 0.1260 -0.1915
O 0.3759 -0.2870 0.8004
O 0.5114 -0.1376 -1.3693
C 3.3856 -2.3136 0.4042
O 4.4122 -3.0837 0.3540
N 2.8795 -1.7162 1.4601
N 2.6472 -2.1219 -0.6434
H 2.0436 -1.1698 1.3092
H 3.3318 -1.6582 2.3613
H 1.9001 -1.4445 -0.5878
H 2.8442 -2.5176 -1.5515
C -1.5891 -4.2728 1.7547
O -0.7273 -5.1337 1.6986
N -1.6275 -3.2065 1.1372
N -2.5294 -4.2329 2.5885
H -2.0609 -2.3820 1.5277
H -0.8667 -2.9590 0.5208
H -2.9819 -3.3303 2.5622
H -2.7424 -5.0528 3.1385
C 0.3753 1.4572 4.1637
O -0.1167 0.7180 3.3632
N 1.5461 1.3207 4.6956
N -0.1611 2.5480 4.5808
H 2.0241 2.1050 5.1157
H 1.8959 0.3748 4.6396
H 0.2984 3.1367 5.2608
H -1.1655 2.6249 4.5074
C 3.1060 2.6494 0.7598
O 3.8331 3.6568 0.9564
N 3.1821 1.9058 -0.3114
N 2.4029 2.1639 1.7230
H 3.8825 2.0475 -1.0252
H 2.5217 1.1712 -0.5215
H 2.3403 2.6714 2.5940
H 1.8476 1.3616 1.4620
C -0.7043 3.4538 1.1776
O -1.2938 2.4250 1.3383
N -0.2740 3.8375 0.0063
N -0.5845 4.4075 2.0570
H -0.0181 4.8110 -0.0771
H -0.4289 3.2396 -0.7929
H -1.0440 4.3891 2.9562
H -0.1446 5.2579 1.7355
C -0.6943 2.9530 -4.0273
C -2.1506 2.4972 -4.0173
O -3.1392 3.1744 -3.3075
O -0.2366 2.8314 -2.6730
H -0.5525 4.0074 -4.2644
H -0.0625 2.4092 -4.7295
H -2.2034 1.4222 -3.8454
H -2.4549 2.6495 -5.0528
H -3.1280 2.8151 -2.4173
H 0.1647 1.9719 -2.5254
C -1.9460 -1.4738 -3.6017
C -0.9392 -2.5774 -3.2284
O -1.0590 -2.6953 -1.8130
O -3.3295 -1.9173 -3.5616
H -1.6961 -1.3978 -4.6599
H -1.8473 -0.5175 -3.0879
H 0.1092 -2.3647 -3.4378
H -1.1830 -3.5889 -3.5531
H -0.6071 -1.9736 -1.3698
H -3.6409 -2.1312 -2.6791
C -4.3496 0.6876 -1.7316
C -4.6858 -0.4082 -0.6849
O -3.7806 -1.5327 -0.8935
O -3.3032 1.5799 -1.2229
H -5.2753 1.2604 -1.7865
H -4.2454 0.4820 -2.7970
H -5.6769 -0.7742 -0.9529
H -4.6021 0.0109 0.3178
H -2.9105 -1.1926 -0.6723
H -2.5447 1.0833 -0.9071
C 2.6957 0.5895 -4.1089
C 3.9114 0.2053 -3.2252
O 4.9246 1.1732 -3.2315
O 1.7981 -0.4842 -3.8888
H 3.0867 0.5858 -5.1264
H 2.2619 1.5261 -3.7588
H 4.3151 -0.7561 -3.5427
H 3.7222 0.1078 -2.1562
H 5.4468 0.8290 -2.5033
H 1.4897 -0.4975 -2.9797
C 0.6000 -2.9993 3.7771
C 1.6744 -2.7662 4.8283
O 1.5390 -1.4642 5.4258
O -0.5766 -3.2613 4.5409
H 0.8713 -3.8641 3.1715
H 0.4709 -2.1402 3.1189
H 2.6017 -2.6644 4.2645
H 1.8765 -3.6537 5.4281
H 0.8566 -1.6701 6.0689
H -1.3200 -3.2564 3.9334
```

The value obtained for the total energy is -4320.85461 a.u. The calculation puts the HOMO energy at -0.3253 hartree. The value obtained for the HOMO-LUMO gap is 6.163 eV. Its net charge is 0. As for the multiplicity: 1.

[2]
Molecular formula: C15H29FNO7PS3
Method: DFT, ωB97M-V with the def2-TZVPD basis set

```
57
C15H29FNO7PS3, DFT ωB97M-V with the def2-TZVPD basis set
C -2.2205 2.9174 2.5094
C -1.0567 3.4051 1.6370
C -0.6739 2.4040 0.5386
C 0.2999 1.3432 1.0379
N 1.0065 0.6360 -0.0445
C 2.0119 -0.3313 0.4470
C 1.6808 -1.8078 0.2607
C 2.7238 -2.6907 0.9540
C 2.1235 -4.0449 1.2804
O 3.1171 -4.9773 1.7675
S 3.4476 -4.8544 3.3294
O 4.8011 -4.3850 3.4880
O 3.5339 -6.5128 3.4770
P 4.3524 -7.1639 4.7201
O 3.8586 -6.8509 6.0644
C 0.2401 0.2040 -1.1330
S 0.7916 0.3142 -2.6644
S -1.3170 -0.5386 -0.7442
C -2.4127 0.0620 -2.0754
C -3.7566 0.5273 -1.5121
C -4.7651 -0.6134 -1.4034
H -2.9623 2.3809 1.9138
H -2.7285 3.7533 2.9929
H -1.8782 2.2509 3.3033
H -0.1932 3.5696 2.2882
H -1.3280 4.3545 1.1740
H -1.5904 1.9453 0.1678
H -0.2141 2.9256 -0.3055
H -0.1724 0.6477 1.7463
H 1.0846 1.8683 1.5915
H 2.1235 -0.1445 1.5170
H 2.9810 -0.1113 -0.0113
H 1.6489 -2.0570 -0.8015
H 0.6923 -2.0163 0.6838
H 3.0796 -2.2168 1.8739
H 3.5837 -2.8550 0.3017
H 1.7063 -4.5127 0.3897
H 1.3163 -3.9510 2.0133
H 5.6737 -6.7862 4.4586
H 4.2545 -8.4977 4.3086
H -1.8697 0.8596 -2.5796
H -2.5567 -0.7591 -2.7776
H -4.1403 1.3089 -2.1707
H -3.6029 0.9632 -0.5220
H -5.6791 -0.2727 -0.9132
H -5.0490 -0.9789 -2.3916
H -4.3708 -1.4416 -0.8100
C 0.0100 4.4241 -3.3266
C -0.4581 4.7128 -4.7396
O -1.5730 3.8521 -4.8696
C -2.0767 3.6117 -3.6300
O -3.1256 3.1055 -3.4107
O -1.2088 4.0381 -2.6839
F 0.4681 4.3901 -5.6707
H 0.7030 3.5798 -3.3147
H 0.4486 5.2764 -2.8167
H -0.7826 5.7407 -4.9135
```

The value obtained for the total energy is -2806.17278 a.u. For the energy relative to the best compared isomer or geometry (same formula, charge and spin), the calculation gives 0.0 kJ/mol. The calculation puts the HOMO energy at -0.3117 hartree. The value obtained for the HOMO-LUMO gap is 8.255 eV. Its net charge is 0. As for the multiplicity: 1.

[3]
Molecular formula: C7H15NO
Method: DFT, ωB97M-V with the def2-TZVPD basis set

```
24
C7H15NO, DFT ωB97M-V with the def2-TZVPD basis set
C -0.4789 1.2902 2.4398
N 0.2883 0.3333 2.1372
C 0.6725 0.0310 0.3664
C 2.0339 -0.6130 0.4738
C 0.6857 1.3496 -0.3755
C -0.5035 -0.8501 0.3043
C -1.9264 -0.3697 0.1812
O -0.0241 -1.5384 -1.1825
C -0.2871 -0.9318 -2.4165
H -1.0975 1.8620 1.7283
H -0.5279 1.6395 3.4835
H 2.3548 -0.8448 1.4933
H 2.1618 -1.5663 -0.0390
H 2.8673 -0.0221 0.0860
H 1.1866 1.2411 -1.3412
H 1.2788 2.0816 0.1808
H -0.3052 1.7693 -0.5438
H -0.4169 -1.7205 0.9492
H -2.4979 -1.0728 -0.4303
H -2.4027 -0.3296 1.1638
H -2.0113 0.6093 -0.2892
H 0.5221 -0.2593 -2.7346
H -1.2367 -0.3819 -2.4433
H -0.3358 -1.7066 -3.1920
```

The value obtained for the total energy is -405.58067 a.u. For the energy relative to the best compared isomer or geometry (same formula, charge and spin), the calculation gives 411.3 kJ/mol. The calculation puts the HOMO energy at -0.3093 hartree. The value obtained for the HOMO-LUMO gap is 9.300 eV. Its net charge is 0. Its structure (SMILES) is C=NC(C)(C)[C@@H](C)OC. As for the multiplicity: 1.

[4]
Molecular formula: F2NO
Method: DFT, ωB97M-V with the def2-TZVPD basis set

```
4
F2NO, DFT ωB97M-V with the def2-TZVPD basis set
N 0.1490 0.1381 0.1109
O -0.1563 0.9787 0.7642
F 1.1547 -0.0856 -0.6204
F -1.1947 -1.3316 -0.4744
```

The value obtained for the total energy is -329.02280 a.u. For the energy relative to the best compared isomer or geometry (same formula, charge and spin), the calculation gives 312.9 kJ/mol. The calculation puts the HOMO energy (spin up / spin down) at -0.7658 / -0.7670 hartree. The value obtained for the HOMO-LUMO gap (spin up / spin down) is 8.333 / 8.364 eV. Its net charge is +1. As for the multiplicity: 1.